Entry 1:
{"formula": "C30H27F2N2O", "method": "ωB97M-V/def2-TZVPD", "e_tot_ev": -42001.896, "lumo_ev": -5.752, "relative_energy_ev": 0.211, "largest_force_ev_per_a": 2.67, "charge": 1, "elements": ["F", "F", "O", "N", "N", "C", "C", "C", "C", "C", "C", "C", "C", "C", "C", "C", "C", "C", "C", "C", "C", "C", "C", "C", "C", "C", "C", "C", "C", "C", "C", "C", "C", "C", "C", "H", "H", "H", "H", "H", "H", "H", "H", "H", "H", "H", "H", "H", "H", "H", "H", "H", "H", "H", "H", "H", "H", "H", "H", "H", "H", "H"], "positions_angstrom": [[-5.99489, 2.56813, -2.91725], [4.47080, 2.56068, -2.91886], [-0.02286, 1.33141, 1.91348], [1.05931, -2.13809, 1.77997], [2.16132, -0.31678, 2.33055], [3.17667, 2.11420, -2.85756], [2.94124, 0.74557, -2.74384], [-0.18569, 0.03066, 1.65047], [2.42983, 1.00416, 2.83442], [-0.75817, 0.70313, -2.32085], [4.42001, -1.37960, 2.67526], [-2.37287, 2.63791, -2.64012], [-3.82908, -0.81575, 1.87205], [-1.68659, -1.14488, 0.11901], [-4.01219, -1.48002, 0.65564], [1.63118, 0.32179, -2.59157], [2.16089, 3.06098, -2.83349], [0.84516, 2.62007, -2.72404], [-2.93548, -1.64590, -0.22153], [-2.04807, 1.25494, -2.58757], [0.53232, 1.24213, -2.55866], [0.94378, -0.77544, 1.88407], [-0.67169, 2.34959, 1.13073], [-3.13618, 0.34011, -2.75704], [-4.69553, 2.12841, -2.88606], [3.00332, -3.75031, 1.91816], [-1.50848, -0.48193, 1.33568], [3.06019, -1.36931, 2.38949], [5.08291, -2.61434, 2.55106], [-3.68556, 3.07575, -2.79632], [4.38618, -3.77928, 2.17433], [-0.00918, -3.09838, 1.62994], [-4.45304, 0.75603, -2.85845], [2.37447, -2.51276, 2.02901], [-2.58589, -0.29825, 2.21794], [2.42878, -4.62538, 1.62517], [-5.27494, 0.04893, -2.93325], [-0.76467, -0.37429, -2.14728], [-0.33306, -3.16941, 0.58768], [6.15127, -2.67010, 2.74612], [2.37548, 4.12429, -2.92259], [-0.80875, -1.24746, -0.51618], [3.76814, 0.03969, -2.78843], [-1.59611, 3.38308, -2.54583], [1.41864, -0.74181, -2.52384], [-2.92099, -0.72200, -2.80407], [-4.99578, -1.87128, 0.38632], [-0.51321, 3.26816, 1.69934], [-2.40496, 0.21814, 3.16402], [-1.74074, 2.13299, 1.01537], [0.36408, -4.07364, 1.94930], [-4.66248, -0.70338, 2.56751], [4.92447, -0.45864, 2.95871], [0.05498, 3.35555, -2.77075], [4.92945, -4.71674, 2.07922], [1.75497, 1.25620, 3.66900], [-0.17728, 2.40138, 0.15224], [3.45964, 0.99966, 3.19866], [2.32339, 1.75237, 2.03822], [-3.90755, 4.14048, -2.84931], [-0.86930, -2.81704, 2.25076], [-3.07162, -2.17440, -1.16415]]}

=====

Entry 2:
{"formula": "CuFI2", "method": "ωB97M-V/def2-TZVPD", "e_tot_ev": -63560.264, "spin_multiplicity": 2, "lumo_ev": [2.507, 0.110], "relative_energy_ev": 0.663, "largest_force_ev_per_a": 3.06, "charge": -1, "elements": ["I", "I", "Cu", "F"], "positions_angstrom": [[-0.69576, -2.19164, 0.77779], [1.72690, 1.59503, 0.85972], [0.48150, -0.24896, -0.92095], [-1.51264, 0.84557, -0.71655]]}

=====

Entry 3:
{"formula": "C19H25CrF2O18", "method": "ωB97M-V/def2-TZVPD", "e_tot_ev": -90815.497, "spin_multiplicity": 5, "lumo_ev": [-1.887, -1.888], "relative_energy_ev": 2.085, "largest_force_ev_per_a": 6.17, "charge": 1, "elements": ["Cr", "F", "F", "O", "O", "O", "O", "O", "O", "O", "O", "O", "O", "O", "O", "O", "O", "O", "O", "O", "O", "C", "C", "C", "C", "C", "C", "C", "C", "C", "C", "C", "C", "C", "C", "C", "C", "C", "C", "C", "H", "H", "H", "H", "H", "H", "H", "H", "H", "H", "H", "H", "H", "H", "H", "H", "H", "H", "H", "H", "H", "H", "H", "H", "H"], "positions_angstrom": [[-24.51693, 7.74576, 3.19607], [-25.32572, 11.81418, -2.09788], [-30.89772, 7.87157, 3.08286], [-23.92347, 11.64496, 5.14497], [-28.85232, 8.32751, 3.76425], [-24.70512, 9.57311, 4.36465], [-23.58788, 5.81408, 3.96153], [-24.74746, 9.33827, 1.52629], [-23.73314, 5.07880, 6.07269], [-21.63967, 7.14212, 1.10154], [-24.82964, 6.81921, 5.29235], [-25.13749, 6.35588, 1.49210], [-28.32783, 9.44899, 1.96443], [-26.78175, 8.14430, 2.92828], [-22.46924, 8.20073, 2.96742], [-25.94778, 11.03973, 5.56853], [-23.93953, 5.37993, -0.11012], [-23.70456, 9.30920, -0.44049], [-25.09094, 10.88385, -0.07301], [-25.99065, 4.66642, 0.17963], [-20.37907, 8.56833, 2.12863], [-25.91145, 12.37316, 6.02271], [-25.46767, 3.81594, -0.87449], [-29.74596, 9.65535, 1.96615], [-24.40184, 11.28280, -1.23909], [-23.98672, 9.83687, -1.76434], [-26.30663, 12.64594, 7.46115], [-21.55315, 7.92208, 2.13981], [-24.58458, 12.87015, 5.48185], [-25.02867, 5.51068, 0.60850], [-24.62267, 9.79869, 0.40143], [-20.40806, 6.94208, 0.45257], [-24.07674, 5.87774, 5.12597], [-22.96876, 3.65071, -1.47757], [-24.16553, 4.53195, -1.20297], [-24.87441, 10.70580, 4.95307], [-20.69865, 7.20873, -1.04243], [-30.08425, 8.89657, 3.28629], [-19.55575, 7.98470, 1.12740], [-27.91432, 8.62249, 2.90092], [-22.04289, 4.22305, -1.53503], [-22.99990, 4.56292, 5.72942], [-24.01144, 13.38257, 6.25453], [-26.66148, 12.90380, 5.43622], [-18.61401, 7.59623, 1.51511], [-26.52356, 13.70007, 7.63395], [-29.99643, 10.71597, 1.94509], [-23.13016, 10.03851, -2.40758], [-21.42115, 6.46369, -1.37559], [-23.66324, 12.04363, -0.98669], [-30.59555, 9.55288, 3.99051], [-19.36697, 8.78932, 0.41674], [-22.85301, 2.85271, -0.74416], [-27.25238, 12.14945, 7.67832], [-30.18175, 9.10698, 1.13100], [-25.25554, 2.80989, -0.51261], [-19.84435, 6.83866, -1.60928], [-24.24336, 5.21823, -2.04623], [-21.00294, 8.24472, -1.19150], [-25.54386, 12.27923, 8.14802], [-20.04979, 5.94107, 0.69281], [-22.98765, 3.17730, -2.45921], [-26.11385, 3.76560, -1.75085], [-24.73904, 9.36549, -2.39673], [-24.70680, 13.55074, 4.63926]]}

=====

Entry 4:
{"formula": "CH4O2S", "method": "ωB97M-V/def2-TZVPD", "e_tot_ev": -16031.740, "lumo_ev": 0.611, "relative_energy_ev": 0.335, "largest_force_ev_per_a": 2.25, "smiles": "O=CO.S", "elements": ["S", "O", "O", "C", "H", "H", "H", "H"], "positions_angstrom": [[-2.69229, 0.56454, -1.04278], [1.25012, 0.59657, -0.54499], [1.73140, -0.92736, 1.06083], [0.96426, -0.31536, 0.19110], [-1.82343, -0.28897, -0.53588], [-0.06954, -0.81612, 0.21767], [-1.84072, 1.59106, -0.72788], [2.48019, -0.40438, 1.38193]]}

=====

Entry 5:
{"formula": "C31H33ClIrN2O2Si2", "method": "ωB97M-V/def2-TZVPD", "e_tot_ev": -70852.256, "spin_multiplicity": 6, "lumo_ev": [-5.674, -9.676], "relative_energy_ev": 0.000, "largest_force_ev_per_a": 3.53, "charge": 2, "elements": ["Ir", "Cl", "Si", "Si", "O", "O", "N", "N", "C", "C", "C", "C", "C", "C", "C", "C", "C", "C", "C", "C", "C", "C", "C", "C", "C", "C", "C", "C", "C", "C", "C", "C", "C", "C", "C", "C", "C", "C", "C", "H", "H", "H", "H", "H", "H", "H", "H", "H", "H", "H", "H", "H", "H", "H", "H", "H", "H", "H", "H", "H", "H", "H", "H", "H", "H", "H", "H", "H", "H", "H", "H", "H"], "positions_angstrom": [[-1.29280, -2.05223, 0.47522], [-0.62021, -2.08172, -2.04414], [-0.87213, -0.09836, -0.88438], [1.52535, 1.71098, 0.00747], [-1.09768, -4.14868, -0.09321], [-2.19719, -5.81910, -1.15229], [-3.10275, -2.45454, -0.49784], [-3.24401, -3.84900, -0.81121], [-2.01295, -3.93392, 2.91975], [1.94478, -0.71038, -1.69723], [-1.26845, 2.06434, 2.89140], [2.74796, 2.20925, -1.28231], [-0.78679, -2.00819, 2.42940], [-1.44461, 4.63023, -0.92328], [5.03457, 2.10064, -2.02105], [3.26428, 2.62330, -3.60487], [-0.71247, -3.40787, 2.82471], [3.01479, -1.42888, 0.77049], [4.09517, 1.99998, -0.99257], [-2.13031, -4.58536, -0.66024], [1.26311, -0.16547, -0.50766], [4.61399, 2.39503, -3.32423], [-2.95907, -2.96958, 2.52435], [0.41298, 5.66375, 0.24620], [-3.32320, 2.24839, 1.65234], [-2.26277, -1.72683, 2.24936], [-0.95618, -6.57084, -1.04283], [-0.79340, 1.13996, 1.95513], [0.41510, 3.25322, -0.16479], [-1.54576, 0.76902, 0.81935], [-2.83686, 1.32251, 0.71597], [1.00451, 4.40531, 0.37699], [-0.81959, 5.76699, -0.40125], [2.32308, 2.53066, -2.57664], [3.68615, -1.78670, -0.39013], [-2.53034, 2.63939, 2.73555], [1.82218, -0.70900, 0.71698], [-0.81118, 3.38724, -0.82532], [3.10879, -1.46829, -1.63085], [1.33563, -0.52047, 1.67548], [1.96332, 4.31431, 0.88558], [-0.62592, 2.35029, 3.73218], [-1.99170, 0.12619, -1.85181], [-0.68705, -6.75370, 0.00414], [-1.19039, -7.52226, -1.51853], [-3.47776, 1.03406, -0.12645], [-3.16786, -1.91222, -1.36318], [-2.27206, -4.92773, 3.31235], [0.92242, 6.55877, 0.63283], [3.39949, -1.72479, 1.75315], [-0.08237, -1.23108, 2.71254], [-1.31128, 2.52030, -1.26409], [4.37722, 1.70723, 0.02056], [-2.89114, 3.37713, 3.45792], [2.09510, 1.85466, 1.34825], [-2.67406, -0.72597, 2.31831], [-1.28604, 6.74897, -0.52153], [-4.04590, -3.07574, 2.54149], [-2.41976, 4.71713, -1.42102], [1.49197, -0.51482, -2.67072], [5.35057, 2.48338, -4.12085], [3.56965, -1.87972, -2.53397], [-4.31725, 2.68611, 1.51589], [-3.95262, -4.14223, -1.47970], [0.21298, -3.91369, 3.08258], [2.93210, 2.86134, -4.61918], [4.62097, -2.35839, -0.34177], [-0.14743, -6.08121, -1.59799], [6.09270, 1.92963, -1.80020], [1.25653, 2.64844, -2.78433], [0.17838, 0.69174, 2.16168], [-3.91452, -2.21093, 0.07799]]}

=====

Entry 6:
{"formula": "C6H11IN", "method": "ωB97M-V/def2-TZVPD", "e_tot_ev": -15981.066, "lumo_ev": -5.918, "relative_energy_ev": 2.723, "largest_force_ev_per_a": 4.78, "charge": 1, "elements": ["I", "N", "C", "C", "C", "C", "C", "C", "H", "H", "H", "H", "H", "H", "H", "H", "H", "H", "H"], "positions_angstrom": [[-2.98887, -0.26903, -0.04918], [1.28386, 1.03018, 0.66810], [-0.01538, -1.50078, 1.22474], [-0.79542, 0.42250, -0.16225], [-0.12741, 1.54048, 0.54107], [-0.40099, 1.68159, -0.93851], [0.25135, -1.38994, -1.39046], [-0.03734, -0.72927, -0.06458], [-1.22970, 2.24190, -1.22812], [1.10117, -0.93359, -1.91755], [-0.57769, -1.07032, -2.02912], [1.90383, 1.84570, 0.34824], [-0.50910, 2.16016, 1.33295], [0.79076, -2.28675, 1.63489], [0.44544, 1.74998, -1.62322], [1.44849, 0.83680, 1.63839], [0.49199, -2.47972, -1.32518], [-0.13498, -0.80237, 2.07562], [-0.90000, -2.04752, 1.26417]]}